The following is a quantum chemistry calculation of a 13-piece molecular cluster, C48H78O39 overall at a distorted geometry, from OMol25.

The geometry in XYZ format:
```
165
Properties=species:S:1:pos:R:3:forces:R:3
C -1.6924 -3.6179 2.2418 0.985 -0.179 0.405
C -2.2305 -2.8030 3.3898 -1.427 0.386 -0.466
C -3.2364 -3.4947 4.3317 0.510 -1.185 -1.054
O -2.7346 -3.2298 5.6260 -0.639 0.374 0.380
C -1.6475 -2.4314 5.5598 0.308 -0.296 -0.405
O -1.1017 -1.9408 6.4903 0.062 -0.031 0.147
O -1.2256 -2.3237 4.2770 0.025 0.036 0.229
H -2.4607 -3.9565 1.5500 -0.197 0.400 -0.027
H -1.1515 -4.5142 2.5582 -0.044 0.101 0.254
H -0.9492 -2.9858 1.7492 -0.161 -0.201 -0.374
H -2.7211 -1.9224 2.9561 0.127 0.018 0.062
H -3.2395 -4.5761 4.1491 0.291 -0.004 0.279
H -4.2749 -3.2159 4.1491 0.100 0.660 0.510
C -4.8174 2.8964 -1.5362 1.022 0.836 1.365
C -5.1995 2.9350 -2.9938 0.235 -0.146 0.353
C -5.3206 1.5482 -3.6367 0.015 -0.275 -0.183
O -6.6426 1.5276 -4.1706 -0.076 -0.121 -0.150
C -7.3143 2.6521 -3.8392 0.433 -0.071 0.363
O -8.4430 2.8715 -4.1205 -0.225 0.083 -0.107
O -6.5216 3.4716 -3.1076 -0.144 0.064 -0.383
H -4.0720 2.1347 -1.2913 -0.430 -0.446 -0.221
H -5.6633 2.8848 -0.8470 -0.257 -0.720 -0.343
H -4.2891 3.7801 -1.1492 -0.118 0.288 -0.771
H -4.5074 3.5604 -3.5574 -0.104 0.075 -0.039
H -5.1933 0.7189 -2.9378 -0.215 0.144 0.197
H -4.6166 1.3655 -4.4488 0.003 0.270 -0.049
C 2.4802 -0.0054 -2.3522 -0.246 -0.207 0.436
C 2.5451 -0.3901 -3.7954 0.285 0.704 -0.518
C 1.3202 -1.0292 -4.4639 0.450 -0.707 0.614
O 1.2137 -0.3797 -5.7194 0.219 0.057 -0.163
C 2.1204 0.6369 -5.7843 -0.488 0.016 0.261
O 2.3290 1.2601 -6.7734 -0.027 0.165 -0.069
O 2.6628 0.8399 -4.5759 0.465 -0.269 -0.146
H 1.6107 0.6295 -2.1928 -0.067 -0.132 0.224
H 3.3600 0.5210 -1.9888 0.100 0.123 -0.410
H 2.4372 -0.8885 -1.7097 -0.355 -0.033 -0.088
H 3.4389 -0.9815 -4.0112 0.007 0.014 0.005
H 0.4137 -0.9411 -3.8662 -0.134 0.349 -0.202
H 1.5304 -2.0862 -4.6426 -0.239 -0.018 -0.029
C -0.4213 -3.1300 -1.8924 1.532 -0.602 0.512
C -1.1604 -3.9308 -2.9255 -0.790 0.655 0.650
C -1.9393 -3.0214 -3.8906 -0.518 -0.074 0.590
O -1.5159 -3.4296 -5.1798 0.206 -0.005 0.087
C -0.5286 -4.3665 -5.0681 -0.516 0.457 -0.256
O 0.0246 -4.8237 -6.0103 0.283 -0.232 0.008
O -0.2984 -4.6729 -3.7797 0.213 -0.061 -0.044
H 0.2174 -3.7531 -1.2516 -0.300 -0.311 -0.130
H -1.0605 -2.6088 -1.1855 -0.260 0.263 -0.371
H 0.3180 -2.4775 -2.3583 -0.390 0.431 -0.031
H -1.8403 -4.6015 -2.3967 0.085 -0.328 -0.301
H -1.7523 -1.9639 -3.7014 0.385 0.007 -0.329
H -3.0187 -3.1406 -3.7737 0.033 -0.236 -0.273
C 7.8595 1.6297 4.3770 -0.429 0.550 -0.337
C 7.0206 0.4400 4.7577 0.274 -0.711 -0.659
C 6.6204 0.2674 6.2211 -0.556 -0.053 -0.010
O 5.2120 -0.0355 6.1387 0.243 0.097 0.386
C 4.7647 0.1260 4.8900 0.135 -0.307 -0.647
O 3.6483 -0.0887 4.5382 -0.302 0.089 0.034
O 5.7597 0.4716 4.0444 -0.085 0.402 0.751
H 7.4819 2.5468 4.8351 0.093 -0.091 0.202
H 7.7488 1.7945 3.3033 0.157 -0.157 -0.020
H 8.9189 1.5107 4.5894 -0.024 -0.121 0.192
H 7.4680 -0.4833 4.3770 0.336 0.092 0.243
H 6.7447 1.1547 6.8403 0.023 0.122 -0.142
H 7.1005 -0.5766 6.7091 0.125 0.010 -0.055
C -2.9599 3.3943 2.2142 -0.625 -0.269 0.197
C -3.3383 2.1403 2.9842 0.463 0.021 -0.201
C -2.2275 1.5457 3.8771 -0.694 -0.069 -0.481
O -2.7657 1.6314 5.1967 0.113 0.129 0.102
C -3.9952 2.1782 5.1797 0.189 -0.085 -0.163
O -4.6516 2.3986 6.1441 -0.185 -0.021 0.145
O -4.3905 2.4316 3.9130 -0.002 0.100 0.043
H -2.4437 4.1083 2.8553 0.096 0.024 -0.073
H -3.8992 3.8397 1.8779 0.155 0.171 -0.119
H -2.3677 3.1281 1.3396 0.169 0.062 0.070
H -3.7061 1.3877 2.2861 -0.076 -0.048 0.056
H -1.3008 2.1075 3.7971 0.085 -0.059 0.178
H -2.0761 0.5096 3.5983 0.286 -0.072 0.304
C -6.8719 0.1824 3.4448 -0.162 -0.098 -0.266
C -6.5516 -1.0566 2.6384 -0.291 0.242 0.177
C -7.2835 -1.2004 1.2855 0.589 0.218 0.525
O -6.2196 -1.1997 0.3311 0.016 -0.331 -0.496
C -5.0214 -1.2433 0.9303 -0.397 0.124 0.803
O -3.9787 -1.4174 0.3886 0.226 0.079 -0.235
O -5.1622 -1.0502 2.2678 0.191 -0.208 -0.338
H -6.2804 0.1428 4.3561 -0.026 0.368 0.074
H -7.9321 0.2206 3.7030 0.026 -0.255 0.110
H -6.6826 1.0924 2.8752 0.316 -0.006 0.068
H -6.7000 -1.9321 3.2728 -0.043 -0.091 -0.138
H -7.9159 -0.3463 1.0599 -0.208 -0.108 0.050
H -7.8145 -2.1480 1.2485 -0.162 0.087 -0.297
C 5.1616 -3.3246 4.5648 -0.556 -0.332 0.281
C 3.8538 -4.1050 4.6982 1.020 0.605 -0.083
C 2.6528 -3.3044 5.1822 0.090 0.333 0.996
O 1.6426 -3.5541 4.2142 -0.123 -0.159 -0.367
C 2.1680 -4.2094 3.1536 0.119 0.142 0.686
O 1.5843 -4.4822 2.1550 -0.154 0.045 -0.181
O 3.4614 -4.5016 3.3837 -0.051 -0.543 -0.135
H 5.4212 -2.9610 5.5615 0.143 0.222 -0.123
H 5.0316 -2.5140 3.8493 0.118 0.139 0.119
H 5.9378 -4.0082 4.2240 0.077 0.113 -0.064
H 4.0928 -4.9616 5.3327 -0.519 -0.305 -0.264
H 2.8566 -2.2357 5.2934 -0.036 0.020 -0.575
H 2.3029 -3.6004 6.1719 -0.143 -0.356 -0.172
C -1.1433 1.5752 -8.5566 0.175 0.118 -0.190
C -2.0247 1.1171 -7.4249 -0.313 0.837 0.166
C -1.7523 -0.2881 -6.9001 0.601 -0.185 -0.527
O -1.6344 -0.1254 -5.4828 -0.796 -0.189 0.265
C -1.6217 1.1805 -5.1679 0.741 0.455 -0.777
O -1.3990 1.6315 -4.0872 -0.280 -0.289 0.518
O -1.7839 1.9455 -6.2590 0.039 -0.261 0.128
H -0.0944 1.4318 -8.2903 0.002 -0.141 -0.143
H -1.2759 2.6310 -8.7943 -0.172 0.032 0.277
H -1.3988 1.0471 -9.4774 0.163 -0.249 0.112
H -3.0766 1.3149 -7.6468 -0.009 -0.418 -0.197
H -0.7917 -0.6830 -7.2336 0.021 0.171 -0.123
H -2.5100 -1.0062 -7.2063 -0.223 0.009 0.533
C -0.9213 7.2616 -3.8723 -0.007 0.616 0.113
O -1.1681 6.0984 -3.0922 -0.248 -0.177 0.002
C -0.1175 5.2877 -2.9450 0.327 -0.071 -0.122
O 0.9791 5.4696 -3.4095 -0.181 0.005 0.057
O -0.4943 4.2596 -2.1928 -0.542 -0.222 0.246
C 0.4848 3.2464 -1.9477 1.178 0.747 -0.411
H -0.4610 7.0209 -4.8264 0.113 -0.056 0.048
H -0.3064 7.9618 -3.3040 0.232 -0.132 -0.157
H -1.8739 7.7601 -4.0371 -0.142 -0.303 0.017
H 0.5542 2.5528 -2.7829 -0.389 -0.129 0.070
H 0.2923 2.7760 -0.9944 -0.344 -0.153 -0.073
H 1.4609 3.7355 -1.8927 0.001 -0.121 0.139
C 4.8415 1.2367 0.9050 -0.420 -0.799 -0.969
O 3.9918 2.1339 1.6008 0.465 0.225 0.482
C 2.7426 2.2461 1.1932 -0.445 -0.308 0.100
O 2.2417 1.6924 0.2428 0.016 0.177 0.037
O 2.1158 3.0412 2.0572 0.336 0.257 0.381
C 0.8016 3.4689 1.7376 -0.480 -0.375 -0.764
H 5.1293 1.6291 -0.0710 0.232 0.303 0.196
H 4.3295 0.3086 0.6510 -0.197 0.056 0.279
H 5.6884 0.9874 1.5317 0.047 0.355 0.115
H 0.4825 4.1818 2.4887 0.220 0.073 0.083
H 0.0992 2.6334 1.7033 0.141 -0.073 0.170
H 0.7973 3.9139 0.7426 -0.009 0.271 0.122
C -1.6292 0.3786 -1.0532 -0.560 1.261 -0.553
O -0.5344 -0.3013 -0.4763 -0.071 -0.200 -0.052
C -0.3255 -0.1451 0.8242 -0.794 0.565 -0.205
O -0.9670 0.5679 1.5618 0.095 0.063 -0.015
O 0.6660 -0.9165 1.1551 0.534 -0.893 -0.151
C 1.1292 -0.8839 2.4782 1.540 1.115 1.469
H -1.3062 1.3211 -1.5002 0.285 -0.220 -0.133
H -2.4137 0.6803 -0.3613 0.100 -0.612 0.381
H -2.0443 -0.2306 -1.8514 0.068 -0.204 0.102
H 1.9185 -1.6218 2.5749 -0.362 -0.403 -0.169
H 0.4076 -0.9661 3.2861 -0.453 -0.460 -0.467
H 1.6733 0.0435 2.7116 -0.281 0.159 -0.459
C 4.1738 -2.5878 0.7327 -1.716 0.329 -0.789
O 5.4432 -2.8506 0.1689 0.225 -0.488 0.501
C 5.9602 -1.9734 -0.6802 0.216 -0.056 -0.267
O 5.4785 -0.9381 -1.0618 -0.169 -0.111 0.066
O 7.1433 -2.4572 -1.0717 -0.237 -0.126 0.058
C 7.7378 -1.7790 -2.1698 0.741 0.230 -0.166
H 4.1989 -2.1337 1.7208 0.412 0.209 -0.083
H 3.5433 -3.4761 0.7940 0.777 -0.500 0.123
H 3.5827 -1.9878 0.0327 0.281 0.501 0.304
H 7.7864 -0.7047 -2.0020 -0.218 -0.001 -0.023
H 7.2369 -2.0016 -3.1107 -0.230 0.049 0.109
H 8.7587 -2.1511 -2.2346 -0.075 -0.100 0.064
```
Forces are in eV/Å.

The charge is 0. The value obtained for the gap between HOMO and LUMO is 10.79 eV. The value obtained for the LUMO energy is 0.15 eV. The value obtained for the total energy is -4810.371470 Ha. For the energy relative to the best compared isomer or geometry (same formula, charge and spin), the calculation gives 0.0 kcal/mol. The highest occupied orbital energy comes out at -10.64 eV.